C26H27N5O4 | ωB97M-V/def2-TZVPD

```
62
Properties=species:S:1:pos:R:3:lowdin_charge:R:1
C 0.830 -4.485 1.003 -0.1910
N 4.792 -0.295 0.024 0.0739
C -2.014 -0.800 -1.130 -0.4639
O -6.059 -0.198 0.742 0.0520
C -6.677 0.952 1.067 -0.1244
H 2.804 -4.175 0.171 0.1102
H 1.932 -4.015 -2.088 0.1184
H 1.427 1.588 -1.331 0.1162
H -4.206 -1.699 -0.316 0.1330
H 1.278 -1.625 -2.122 0.1406
C 0.475 3.493 -1.227 -0.0760
H -1.985 -0.024 0.744 0.1079
C -4.731 0.025 0.821 -0.2544
N -2.507 -0.610 0.099 0.0990
H -2.860 3.999 -1.205 0.1046
H 1.739 -1.791 1.624 0.1207
N 0.404 -0.652 -0.516 0.0180
H 1.773 2.373 1.791 0.1152
C 0.483 2.113 -1.290 -0.0362
H 3.067 4.419 1.256 0.1065
H -0.380 -0.380 -2.409 0.1635
H -3.682 -1.754 1.384 0.1366
H 5.219 4.300 0.117 0.1016
O -2.549 -1.463 -1.997 0.0706
N 3.830 -0.983 0.483 0.0366
H -2.847 1.555 -1.321 0.1115
C 0.399 -3.105 -0.819 -0.2871
H 2.137 -1.838 -0.593 0.0987
C -0.654 -0.116 -1.379 -0.1176
C 3.459 3.448 0.990 -0.0858
C -0.709 1.396 -1.294 -0.1673
C 3.296 1.108 0.928 -0.1631
H 0.570 -5.078 -1.697 0.1197
H -0.736 5.257 -1.132 0.1005
C -4.494 1.315 1.196 -0.0292
C 5.260 2.182 -0.042 -0.0137
C -5.767 1.919 1.354 -0.0626
C 1.684 -0.703 1.590 -0.0093
N 2.905 -0.190 1.045 -0.0683
C 2.733 2.323 1.302 -0.0137
H 1.411 4.031 -1.212 0.0991
H 1.538 -0.312 2.601 0.1451
H -3.541 1.781 1.341 0.1067
C 0.483 -0.236 0.760 -0.4100
H -7.749 0.951 1.057 0.1170
H 0.093 -5.300 1.029 0.1239
H 6.209 2.124 -0.549 0.1115
H 1.212 -4.326 2.014 0.1199
C -1.910 2.090 -1.282 -0.0292
C 1.148 -1.776 -1.047 -0.0736
C 1.228 -4.300 -1.310 -0.1158
H -5.967 2.930 1.641 0.0987
H -0.580 -3.052 -1.308 0.1438
C -0.728 4.178 -1.186 -0.0850
H 2.191 -5.824 -0.058 0.1130
C 4.543 1.024 0.260 -0.2256
C 1.914 -4.774 -0.030 -0.1470
O 0.194 -3.290 0.578 -0.1122
O -0.312 0.548 1.260 0.0587
C 4.698 3.379 0.333 -0.0869
C -1.917 3.473 -1.224 -0.0706
C -3.799 -1.104 0.507 -0.0736
```

SMILES   O=C(NCc1ccco1)[C@@H](c1ccccc1)N(C[C@H]1CCCO1)C(=O)Cn1nnc2ccccc21
Lowest unoccupied orbital energy   0.407 eV
Calculated total energy   -43040.41841 eV
Relative energy (zero: lowest compared OMol25 entry of this formula, charge and spin)   271.35 kJ/mol
Frontier orbital gap   9.0 eV

C8H20LiNO8P | ωB97M-V/def2-TZVPD

```
39
Properties=species:S:1:pos:R:3:lowdin_charge:R:1
H 1.693 20.118 50.074 0.1464
O 5.073 18.205 50.593 0.0015
C 2.489 20.184 49.202 -0.0445
H 6.547 17.135 51.606 0.1020
H 6.022 18.563 52.613 0.1578
C 4.286 19.262 50.443 -0.4689
H 3.951 28.868 55.296 0.1557
H 1.016 27.603 53.658 0.0978
Li 3.746 22.492 51.165 0.6225
H 2.729 29.411 53.076 0.0626
O 5.070 24.317 53.807 -0.0352
H 2.902 27.319 55.985 0.1163
H 4.202 29.070 52.885 0.1039
H 2.871 21.187 48.723 0.1389
H 4.545 25.756 55.065 0.0478
H 3.507 24.997 54.375 -0.0145
C 4.236 26.552 53.554 -0.0577
C 3.043 28.094 55.201 0.0358
O 4.498 20.316 51.170 0.0248
P 3.510 24.619 50.296 -0.2432
C 1.843 26.982 53.425 -0.0329
H 6.841 18.776 51.033 0.0710
H 1.840 19.825 48.512 0.0263
H 3.369 28.276 52.075 0.1090
C 3.292 28.636 53.036 -0.0794
H 4.186 26.290 52.500 0.1218
O 2.466 24.158 51.147 -0.4460
H 1.608 25.804 53.753 0.2079
H 4.665 24.161 52.871 -0.0033
O 3.611 26.048 49.878 -0.4206
H 2.199 28.760 55.077 0.0796
O 3.376 19.096 49.456 -0.0082
H 1.671 26.951 52.448 0.0642
O 4.614 24.118 51.429 -0.5434
C 6.101 18.162 51.448 -0.1320
C 4.288 25.279 54.316 -0.3262
N 3.082 27.473 53.788 -0.3406
O 3.661 23.423 49.452 -0.4697
H 5.215 27.101 53.721 0.1726
```

Lowest unoccupied orbital energy   2.132 eV
Calculated total energy   -35977.94303 eV
Charge   -1
Relative energy (zero: lowest compared OMol25 entry of this formula, charge and spin)   314.48 kJ/mol
Frontier orbital gap   3.8 eV

C8H6N2O | ωB97M-V/def2-TZVPD

```
17
Properties=species:S:1:pos:R:3:lowdin_charge:R:1
H 0.492 -1.876 -0.971 0.1624
C -0.232 -0.941 -1.091 -0.0630
C 1.866 0.623 2.707 -0.0345
H -1.379 -1.742 -2.998 0.1742
C -0.100 0.050 -0.211 -0.1946
H 3.169 -1.097 2.590 0.1115
C -1.182 -0.878 -2.101 -0.1091
N -0.986 1.151 -0.261 0.1179
C 0.812 0.037 0.900 -0.3141
O 0.754 0.901 1.870 0.0782
H -2.985 0.222 -2.898 0.1451
C -2.042 0.195 -2.146 -0.0789
N 1.868 -0.808 1.031 0.1355
H -2.492 2.055 -0.967 0.0862
C -1.872 1.248 -1.181 -0.1565
C 2.458 -0.414 2.166 -0.1786
H 1.852 1.273 3.562 0.1184
```

SMILES   c1ccc(-c2ncco2)nc1
Lowest unoccupied orbital energy   0.181 eV
Calculated total energy   -13418.86741 eV
Relative energy (zero: lowest compared OMol25 entry of this formula, charge and spin)   235.32 kJ/mol
Frontier orbital gap   8.9 eV

C5H7NO | ωB97M-V/def2-TZVPD

```
14
Properties=species:S:1:pos:R:3:lowdin_charge:R:1
H 1.469 -1.113 1.918 0.0751
C 1.561 -0.396 1.092 -0.0503
C -1.623 0.433 -0.308 -0.1793
C -0.282 -0.136 -0.768 -0.2343
C -1.065 0.469 1.027 -0.1801
N 0.147 -0.474 -2.034 0.1149
H 2.244 -0.837 0.357 0.0713
C 0.231 -0.117 0.479 -0.1734
H -0.284 0.050 -2.783 0.0945
O -1.385 1.693 0.328 0.0034
H -1.571 0.283 1.968 0.1439
H 2.035 0.507 1.496 0.0789
H -2.626 0.174 -0.628 0.1447
H 1.150 -0.535 -2.143 0.0908
```

Lowest unoccupied orbital energy   0.962 eV
Calculated total energy   -8832.93331 eV
Relative energy (zero: lowest compared OMol25 entry of this formula, charge and spin)   315.46 kJ/mol
Frontier orbital gap   8.8 eV

C5H6O5Sn | ωB97M-V/def2-TZVPD

```
17
Properties=species:S:1:pos:R:3:lowdin_charge:R:1
O -2.187 0.621 -0.702 -0.3619
H -1.771 2.647 -0.878 0.1334
C -0.167 1.657 0.124 -0.1569
O 0.893 -3.747 -0.376 -0.0280
Sn -1.417 -0.882 0.103 1.3746
H 0.223 2.503 0.707 0.1428
C 2.163 -0.570 0.225 0.0312
H 3.060 -0.525 0.842 0.0022
H -2.182 2.101 0.753 0.1279
H 2.462 -0.234 -0.766 0.0126
O -0.129 -1.471 1.498 -0.1812
C -1.661 1.796 -0.179 -0.3098
O -0.034 0.479 0.907 -0.2247
H 0.416 1.500 -0.795 0.1316
O -0.693 -2.245 -1.229 -0.1036
C 0.229 -2.986 -1.323 -0.2070
C 0.796 -0.645 1.090 -0.3832
```

Lowest unoccupied orbital energy (spin up / spin down)   -2.166 / -2.175 eV
Calculated total energy   -21341.43811 eV
Frontier orbital gap (spin up / spin down)   5.3 / 5.3 eV

C3H9N2O3 | ωB97M-V/def2-TZVPD

```
17
Properties=species:S:1:pos:R:3:lowdin_charge:R:1
H -0.171 1.112 2.186 0.1016
N -0.858 -2.395 -1.383 -0.0214
C -0.746 -0.584 0.418 -0.6240
C 0.653 0.957 1.480 -0.3609
C -1.345 -1.113 -0.875 -0.2499
H -2.420 -1.170 -0.782 0.0945
H 1.303 0.240 2.020 0.1049
H 0.135 -2.502 -1.207 0.0507
H 1.499 2.172 0.226 0.0430
O -1.201 -1.042 1.498 -0.0921
H 0.725 1.348 -1.433 -0.0154
O 1.414 2.104 1.186 -0.0846
H -1.274 -0.392 -1.688 0.0834
O 1.372 1.594 -2.126 -0.1136
H 1.699 0.727 -2.396 0.0226
N 0.200 0.315 0.275 0.0090
H -1.245 -3.145 -0.807 0.0521
```

Lowest unoccupied orbital energy   4.041 eV
Calculated total energy   -12380.91086 eV
Charge   -1
Relative energy (zero: lowest compared OMol25 entry of this formula, charge and spin)   116.89 kJ/mol
Frontier orbital gap   8.0 eV

C17H18FNO2 | ωB97M-V/def2-TZVPD

```
39
Properties=species:S:1:pos:R:3:lowdin_charge:R:1
H 3.905 2.047 -0.641 0.1224
H 7.415 -1.180 0.269 0.0854
C 0.527 0.731 1.010 -0.4601
C 4.220 -1.606 0.501 -0.0271
C -4.262 -1.394 -0.975 -0.0416
N 1.708 1.114 0.443 0.1308
C -3.050 -0.803 -1.257 0.0030
C 5.152 0.331 -0.480 -0.2348
C -3.640 1.069 0.118 -0.0230
O 0.316 -0.350 1.504 0.0911
H -6.339 -2.335 0.749 0.0810
H -5.556 0.969 1.042 0.1102
C 5.319 -0.991 -0.084 -0.2206
C 3.020 -0.946 0.686 -0.0069
H -7.007 -1.716 -0.757 0.0785
C -0.523 1.837 0.970 -0.0688
C -2.724 0.439 -0.712 -0.2614
C 3.970 1.020 -0.311 0.0488
C -5.188 -0.771 -0.143 -0.2917
C 6.627 -1.688 -0.287 -0.0374
H 2.185 -1.448 1.143 0.0994
H -0.176 2.411 -1.102 0.1243
H 6.906 -1.669 -1.340 0.0844
C -4.856 0.461 0.393 -0.0442
H -3.435 2.033 0.558 0.1039
H 6.569 -2.720 0.046 0.0764
C -6.499 -1.431 0.163 -0.0568
H -2.330 -1.283 -1.901 0.1190
H 1.756 2.055 0.079 0.1386
O -1.508 0.944 -1.090 -0.0394
H -4.497 -2.357 -1.405 0.1145
H -1.756 2.903 -0.464 0.1227
C 2.885 0.378 0.282 -0.2143
H 4.308 -2.633 0.821 0.1146
H -0.115 2.760 1.384 0.1253
H -1.359 1.506 1.586 0.1158
F 6.190 0.980 -1.057 0.0636
C -1.010 2.098 -0.465 -0.1973
H -7.147 -0.765 0.727 0.0717
```

SMILES   Cc1ccc(OCCC(=O)Nc2ccc(C)c(F)c2)cc1
Lowest unoccupied orbital energy   0.584 eV
Calculated total energy   -26224.24075 eV
Relative energy (zero: lowest compared OMol25 entry of this formula, charge and spin)   0.00 kJ/mol
Frontier orbital gap   8.9 eV

C4H11BO2 | ωB97M-V/def2-TZVPD

```
18
Properties=species:S:1:pos:R:3:lowdin_charge:R:1
H 1.530 -0.990 1.093 0.0732
H -1.337 -0.501 -1.715 0.1013
H 0.280 1.135 -1.770 0.1212
H 1.883 1.496 1.710 0.1483
H -0.194 -1.122 1.747 0.0757
C 0.481 -1.206 0.901 -0.0384
H -1.826 0.768 -0.495 0.0503
H 1.204 -0.645 -1.728 0.0840
C 0.010 0.038 -0.006 -0.4622
H -1.238 2.017 2.361 0.1134
O 0.921 1.730 1.909 0.1654
H -1.884 -1.050 -0.022 0.0965
B -0.039 1.221 1.105 -0.6832
C -1.414 -0.205 -0.605 -0.0675
C 0.949 0.317 -1.265 -0.0517
H 0.289 -2.170 0.392 0.0883
H 1.809 0.832 -0.903 0.0424
O -1.309 1.614 1.482 0.1427
```

SMILES   CC(C)(C)B(O)O
Lowest unoccupied orbital energy   0.437 eV
Calculated total energy   -9099.61820 eV
Relative energy (zero: lowest compared OMol25 entry of this formula, charge and spin)   89.79 kJ/mol
Frontier orbital gap   10.7 eV